Entry from the OMol25 dataset: 5 unconnected molecules or ions with the total composition C31H76N5O7 at a distorted geometry (wB97M-V/def2-TZVPD).

```
119
Properties=species:S:1:pos:R:3:forces:R:3
C -8.70063 -3.19870 -4.45354 2.297 0.984 -1.224
O -7.51559 -2.68853 -3.70238 -0.521 -0.310 0.036
C -7.01973 -1.42393 -4.04310 -0.952 0.968 -1.801
C -6.06366 -0.91033 -3.02149 2.906 -1.644 0.892
N -5.17533 -2.11866 -2.53256 -0.729 -0.969 -1.233
H -5.75370 -2.91177 -2.14130 0.349 1.124 -0.354
H -4.72937 -2.55552 -3.36817 -0.265 0.442 0.666
C -4.17141 -1.68403 -1.53624 0.216 0.590 -0.807
C -3.40632 -2.84616 -0.91189 1.138 2.389 1.280
O -4.29701 -3.82896 -0.59220 -1.341 -0.765 0.025
C -3.78300 -5.06988 -0.18141 0.101 -1.680 -0.446
H -9.24776 -2.35312 -4.87894 -0.146 -0.156 0.314
H -9.23169 -3.75139 -3.73523 -0.883 -0.609 0.682
H -8.37012 -3.85006 -5.31002 -0.154 0.586 0.940
H -7.81046 -0.63282 -4.05341 0.181 -0.629 -0.351
H -6.55064 -1.44310 -5.06639 -0.288 0.071 0.782
H -6.47151 -0.58615 -2.09451 -0.901 0.343 0.552
H -5.28251 -0.14995 -3.30511 -1.175 -0.665 -0.324
H -4.74528 -1.02177 -0.89836 0.199 -0.395 0.896
H -3.50405 -0.99024 -2.05287 0.286 -0.273 0.142
H -2.89077 -2.31116 -0.01706 -0.528 -1.220 -1.153
H -2.63637 -3.23751 -1.57582 0.238 0.158 -0.226
H -3.38829 -5.00863 0.84294 -0.454 -0.226 -0.113
H -2.94821 -5.46665 -0.80895 -0.274 0.772 0.057
H -4.57891 -5.86491 -0.35254 0.759 1.236 0.810
C -3.25485 4.71368 0.09636 -2.061 0.158 -0.881
C -2.34452 4.05286 1.11865 0.025 1.516 -1.094
N -3.04801 3.61925 2.36013 0.554 -1.014 0.209
C -4.21568 2.78497 1.95814 0.597 -1.738 -0.296
C -2.09468 2.70253 3.03830 0.144 -1.727 1.755
C -0.72248 3.25695 3.45674 -0.522 0.356 0.219
C -3.44348 4.77570 3.23501 0.048 0.141 -0.888
C -3.57304 4.52093 4.71530 -0.374 1.045 -0.206
O -4.62910 3.63365 4.95020 -0.330 0.066 0.029
C -5.22889 3.85925 6.22817 0.587 -1.872 0.882
H -4.01428 5.49539 0.38558 1.036 -0.606 0.380
H -3.89294 3.94665 -0.41797 0.739 0.523 0.343
H -2.67147 5.17942 -0.69439 0.266 -0.076 0.067
H -1.58628 4.81448 1.44314 -0.326 -1.076 -0.321
H -1.95312 3.17062 0.55906 0.293 0.456 1.055
H -4.84472 3.41050 1.38470 -1.000 0.507 -0.252
H -4.71535 2.31700 2.81650 0.247 0.551 -0.134
H -3.82060 1.97578 1.27993 -0.318 0.788 0.659
H -2.01016 1.80723 2.39253 0.052 0.557 0.206
H -2.58013 2.33571 4.02926 0.514 0.662 -1.835
H 0.08133 3.43023 2.72120 -0.840 0.046 -0.210
H -0.34307 2.45277 4.08525 0.156 0.279 0.407
H -0.91863 4.17910 4.04912 0.670 -0.633 -0.232
H -4.45334 5.03417 2.93814 -0.093 0.233 -0.322
H -2.77674 5.61728 2.95607 -0.321 -0.476 0.586
H -3.84286 5.58854 5.00047 0.525 -1.205 0.660
H -2.69698 4.09221 5.20348 0.279 0.754 0.158
H -4.48135 3.72528 7.07454 -0.688 0.241 -0.990
H -6.00274 3.06203 6.36455 0.536 0.944 -0.186
H -5.62833 4.84967 6.25161 -0.507 0.624 0.203
C 6.14491 4.67893 0.80426 1.329 0.941 0.248
C 5.39415 3.39097 0.97670 0.392 -0.095 1.134
N 4.29183 3.46292 2.01833 -0.411 -0.570 0.782
C 3.70629 2.09629 2.05508 -0.984 -0.298 -1.763
C 4.73698 3.77696 3.46215 -0.404 -0.145 -0.606
C 5.88553 2.93876 4.02300 -2.027 1.353 0.242
C 3.27410 4.52730 1.61400 -1.183 0.105 1.719
C 2.41694 4.34653 0.40044 -0.396 -0.633 -1.244
O 3.13960 4.22560 -0.77595 0.580 0.706 -1.483
C 2.35439 4.07532 -2.00075 -0.048 0.285 1.700
H 7.08181 4.45122 0.25762 -0.472 0.128 0.272
H 6.47017 5.17692 1.75784 -0.318 -0.580 -0.761
H 5.62053 5.43111 0.19285 -0.011 -0.443 0.297
H 6.02431 2.50606 1.26230 -0.483 0.988 -0.370
H 4.81331 3.22445 0.10120 0.015 -0.613 -0.932
H 2.96790 1.97876 2.81329 -0.531 0.304 0.743
H 4.43805 1.31444 2.18421 0.509 0.190 0.104
H 3.20277 1.89548 1.08680 0.368 0.170 0.490
H 3.82133 3.78387 4.07163 0.244 -0.505 -0.260
H 5.00110 4.79833 3.40819 0.602 1.163 0.119
H 6.79140 3.27090 3.60632 1.356 0.387 -0.065
H 5.75502 1.92452 3.83457 -0.187 -1.888 -0.417
H 5.78444 3.04122 5.09918 0.638 0.218 0.129
H 3.74741 5.51776 1.73650 -0.045 -0.605 -0.434
H 2.42566 4.49949 2.34793 1.152 -0.015 0.241
H 1.68425 5.17114 0.40642 0.333 0.168 -0.082
H 1.80458 3.44410 0.43269 -0.308 -0.248 0.711
H 1.88570 4.99853 -2.32189 -0.011 0.400 0.231
H 1.57815 3.34995 -1.79034 -0.198 -0.404 -0.279
H 3.03098 3.77094 -2.76276 0.480 -0.446 -0.461
C 3.19867 -1.91070 -3.51633 -0.267 -0.183 -0.237
C 2.41486 -3.13414 -4.02481 0.584 -1.263 1.967
C 2.57474 -4.40924 -3.10156 -0.892 0.684 -0.643
C 4.03106 -4.75907 -2.88232 0.084 0.219 -0.825
N 4.12154 -5.92595 -1.97053 0.747 -0.855 1.809
C 5.55877 -6.40760 -1.78373 0.468 -0.161 -0.979
C 5.56803 -7.87702 -1.36328 -2.131 -0.019 -0.435
C 4.03511 -8.27095 -1.53346 1.842 -0.663 -1.637
C 3.43533 -7.14290 -2.36447 2.848 -1.699 -1.425
C 3.64697 -5.54742 -0.58233 -1.245 -1.194 0.252
H 4.25788 -2.14497 -3.62295 0.133 0.210 -0.097
H 3.06304 -1.64040 -2.44713 -0.402 -0.027 -0.742
H 2.97027 -1.09064 -4.22073 0.202 -0.045 0.748
H 2.88817 -3.41379 -4.94254 -0.266 -0.046 -1.017
H 1.33974 -3.01823 -4.10853 0.018 0.487 -0.375
H 1.93813 -5.25864 -3.53487 1.218 1.034 0.486
H 2.15434 -4.17374 -2.12384 -0.287 0.100 -0.070
H 4.61301 -4.00825 -2.34489 -0.369 0.385 -0.161
H 4.56271 -4.85165 -3.87148 -0.395 -0.798 1.033
H 5.94097 -5.80566 -0.99856 0.922 0.927 0.141
H 6.03490 -6.29887 -2.79079 -0.119 0.247 1.118
H 5.97486 -8.17466 -0.40813 -0.165 0.669 0.563
H 6.18050 -8.41081 -2.03901 0.432 -0.625 -0.986
H 3.59156 -8.43130 -0.58651 -0.708 -0.122 0.810
H 3.95567 -9.18747 -2.15496 -0.083 0.367 0.728
H 2.42370 -7.13802 -2.28200 -2.972 0.588 0.143
H 3.74775 -7.28646 -3.41437 -0.457 -0.147 0.268
H 3.89661 -6.36155 0.18332 0.000 1.374 -1.265
H 2.53258 -5.44637 -0.58887 1.040 -0.055 -0.020
H 4.10109 -4.59642 -0.41871 0.275 0.515 0.810
N -1.48059 0.62536 -0.41259 -1.843 0.321 0.173
O -2.66183 0.59305 0.08051 0.566 -0.242 -0.099
O -1.05637 -0.34974 -1.02246 0.436 -0.211 -0.069
O -0.84857 1.68559 -0.29813 0.863 0.066 0.009
```
Forces are in eV/Å.

Summary:
HOMO-LUMO gap	8.89	eV
multiplicity	1
net charge	+3
LUMO energy	-5.312	eV